1.
ORCA calculation (wB97M-V/def2-TZVPD) on a structure of composition C30H39CrN3OS in a non-equilibrium geometry.

Maximum force ... 5.72 eV/A
Expectation value of S² ... 4.1570
HOMO (alpha / beta) ... -2.30 / -0.96 eV

```
! wB97M-V def2-TZVPD RIJCOSX def2/J DEFGRID3
* xyz -1 4
Cr 0.179 -0.001 0.019
N -3.791 4.424 0.565
N -2.545 -0.958 -1.666
C 1.889 -1.019 0.824
C 0.747 -1.120 1.694
C 0.431 0.223 2.145
C -0.420 0.571 3.312
H -1.146 -0.215 3.550
H -0.964 1.500 3.119
H 0.168 0.748 4.223
C 1.356 1.123 1.523
C 1.680 2.486 2.011
H 2.154 2.506 3.002
H 0.783 3.103 2.079
H 2.348 3.003 1.315
C 2.213 0.367 0.666
C 3.495 0.859 0.085
H 3.389 1.858 -0.347
H 3.858 0.190 -0.702
H 4.291 0.917 0.841
C 0.270 -2.408 2.251
H 0.726 -2.577 3.232
H 0.559 -3.239 1.600
H -0.813 -2.446 2.365
C 2.799 -2.135 0.469
H 3.503 -1.843 -0.317
H 2.254 -3.012 0.111
H 3.382 -2.434 1.347
C -4.639 4.977 -0.304
H -5.382 5.681 0.089
C -4.606 4.675 -1.671
H -5.252 5.232 -2.345
C -3.714 3.702 -2.117
H -3.704 3.451 -3.173
C -2.890 3.060 -1.201
H -2.282 2.190 -1.469
C -2.907 3.537 0.132
C -1.793 3.170 1.054
H -2.055 2.514 1.909
C -1.273 -1.109 -1.350
C -3.058 -2.032 -2.333
H -4.108 -2.098 -2.555
C -2.030 -2.896 -2.547
H -2.013 -3.795 -3.129
N -0.919 -2.341 -1.913
C 0.345 -2.975 -1.894
C 0.315 -4.341 -1.554
C 1.432 -5.109 -1.879
H 1.397 -6.184 -1.678
C 2.558 -4.540 -2.493
C 3.756 -5.397 -2.801
H 4.674 -4.798 -2.771
H 3.672 -5.853 -3.799
H 3.843 -6.213 -2.072
C 2.549 -3.184 -2.854
H 3.392 -2.762 -3.411
C 1.458 -2.364 -2.519
C 1.408 -0.918 -2.897
H 0.580 -0.715 -3.586
H 2.334 -0.614 -3.400
H 1.285 -0.224 -2.029
C -0.889 -4.946 -0.890
H -1.756 -5.043 -1.558
H -1.217 -4.399 0.006
H -0.629 -5.964 -0.582
C -0.943 4.322 4.251
S -2.151 4.526 2.953
C -1.319 5.676 1.885
O -0.644 2.996 0.546
H -0.261 3.493 4.073
H -1.497 4.154 5.180
H -0.408 5.268 4.306
H -0.783 5.173 1.076
H -2.063 6.352 1.477
H -0.609 6.193 2.520
*
```

---

2.
ORCA calculation (wB97M-V/def2-TZVPD) on a cluster of 6 separate species, C30H39F16N3O11 in total in a non-equilibrium geometry.

Maximum force ... 3.20 eV/A
SMILES string ... CCN(CC[C@H](C#N)[C@H](F)C#N)C(C)=O.CCOC(=O)C(F)(F)F.CCOC(=O)C(F)(F)F.CCOC(=O)C(F)(F)F.CCOC(=O)C(F)(F)F.CCOC(=O)C(F)(F)F
HOMO ... -9.72 eV

```
! wB97M-V def2-TZVPD RIJCOSX def2/J DEFGRID3
* xyz 0 1
C 1.256 -1.132 7.449
C -0.109 -0.868 6.808
N -0.674 -2.120 6.290
C -1.920 -1.930 5.545
C -1.771 -2.280 4.060
C -0.433 -1.839 3.475
C -0.607 -1.764 2.016
N -0.689 -1.751 0.850
C 0.744 -2.788 3.738
F 1.652 -2.678 2.723
C 0.341 -4.177 3.900
N -0.017 -5.278 4.060
C -0.762 -3.145 7.293
C -1.643 -2.975 8.514
O -0.120 -4.161 7.161
H 1.787 -1.904 6.915
H 1.107 -1.413 8.482
H 1.836 -0.221 7.387
H 0.076 -0.239 5.944
H -0.785 -0.331 7.470
H -2.273 -0.907 5.633
H -2.724 -2.540 5.944
H -2.005 -3.321 3.880
H -2.541 -1.713 3.549
H -0.227 -0.826 3.784
H 1.238 -2.474 4.644
H -0.999 -3.089 9.373
H -2.337 -3.800 8.541
H -2.135 -2.011 8.541
C -4.961 1.237 12.049
C -5.196 0.576 10.709
O -4.503 1.273 9.654
C -3.220 0.995 9.520
O -2.583 0.229 10.178
C -2.643 1.777 8.334
F -3.037 3.049 8.335
F -3.044 1.237 7.174
F -1.314 1.760 8.354
H -5.235 2.291 12.007
H -5.554 0.748 12.821
H -3.911 1.182 12.335
H -6.250 0.619 10.445
H -4.903 -0.473 10.719
C -0.106 -5.326 0.870
C 0.214 -5.347 -0.607
O -0.357 -6.506 -1.252
C -1.635 -6.424 -1.571
O -2.361 -5.497 -1.379
C -2.070 -7.711 -2.286
F -1.617 -8.798 -1.657
F -1.592 -7.731 -3.536
F -3.393 -7.796 -2.350
H 0.211 -6.252 1.348
H 0.399 -4.491 1.345
H -1.179 -5.226 1.039
H 1.285 -5.423 -0.755
H -0.122 -4.436 -1.101
C 1.120 -0.123 -4.162
C 1.142 -0.535 -2.706
O 1.612 -1.888 -2.553
C 2.922 -2.059 -2.577
O 3.753 -1.215 -2.714
C 3.237 -3.542 -2.344
F 2.451 -4.335 -3.078
F 3.035 -3.848 -1.056
F 4.495 -3.829 -2.646
H 0.530 -0.831 -4.746
H 0.689 0.870 -4.270
H 2.120 -0.117 -4.573
H 0.136 -0.526 -2.291
H 1.748 0.142 -2.105
C 1.563 6.757 -5.290
C 1.934 6.240 -6.663
O 2.725 5.039 -6.570
C 2.056 3.917 -6.372
O 0.874 3.802 -6.260
C 3.032 2.733 -6.347
F 4.105 2.995 -5.600
F 3.458 2.451 -7.584
F 2.444 1.647 -5.856
H 2.457 6.900 -4.682
H 1.035 7.706 -5.373
H 0.922 6.050 -4.764
H 2.555 6.965 -7.179
H 1.053 6.064 -7.279
C 0.719 5.739 -13.692
C 1.697 5.073 -12.749
O 2.421 6.048 -11.974
C 1.791 6.529 -10.917
O 0.695 6.240 -10.546
C 2.706 7.512 -10.174
F 3.314 8.354 -11.010
F 3.657 6.849 -9.505
F 2.013 8.232 -9.297
H 1.232 6.464 -14.324
H 0.239 4.995 -14.326
H -0.055 6.273 -13.141
H 2.451 4.527 -13.311
H 1.201 4.363 -12.089
*
```

---

3.
ORCA calculation (wB97M-V/def2-TZVPD) on a structure of composition C30H39F7I2N3O8S5 in a non-equilibrium geometry.

Maximum force ... 3.68 eV/A
Energy above the lowest of the compared OMol25 structures with the same formula, charge and spin ... 0.000 eV
HOMO ... -2.60 eV

```
! wB97M-V def2-TZVPD RIJCOSX def2/J DEFGRID3
* xyz -1 1
C 3.140 -2.078 1.839
C 1.954 -1.127 1.958
C 1.450 -1.055 3.405
N 1.348 -0.372 1.159
C 1.397 0.026 -0.185
C 2.080 -1.025 -1.111
C 1.176 -2.200 -1.633
C 0.655 -3.210 -0.598
S -1.171 -3.092 -0.503
C -1.577 -4.191 0.830
S -0.657 -5.517 1.110
N -2.724 -3.809 1.554
C -2.338 -3.303 2.882
C -3.605 -2.597 3.422
O -4.550 -3.606 3.699
C -4.882 -4.338 2.503
C -3.627 -4.951 1.840
O -0.004 -0.051 -0.625
S -1.060 0.454 0.495
O -1.346 -0.455 1.562
O -2.299 0.697 -0.178
C -0.312 1.992 1.115
I -1.913 3.442 1.303
C 0.726 2.535 -0.001
S 1.323 4.110 0.739
I -0.635 3.083 -1.652
C 1.876 1.564 -0.406
C 2.367 1.735 -1.868
C 2.598 2.972 -2.758
C 3.027 4.385 -2.352
O 4.211 4.671 -2.436
N 2.147 5.478 -2.073
C 2.041 6.361 -3.234
C 1.227 5.927 -4.269
C 1.011 6.686 -5.395
C 1.642 7.923 -5.450
C 2.457 8.340 -4.434
C 2.670 7.576 -3.298
S 3.321 1.663 0.769
O 4.108 0.476 0.594
O 2.841 1.842 2.103
C 4.622 2.972 0.549
F 5.183 3.058 1.797
F 4.244 4.227 0.323
C 5.860 2.619 -0.363
F 5.582 1.856 -1.431
F 6.313 3.798 -0.843
C 7.111 2.023 0.374
F 7.832 2.957 0.989
F 7.916 1.553 -0.613
F 6.870 1.000 1.183
H 3.183 -2.774 2.684
H 4.093 -1.536 1.856
H 3.095 -2.716 0.949
H 2.074 -0.302 3.911
H 1.517 -2.024 3.905
H 0.422 -0.680 3.441
H 2.481 -0.668 -2.064
H 2.939 -1.520 -0.653
H 1.877 -2.757 -2.277
H 0.419 -1.844 -2.341
H 0.820 -4.217 -1.003
H 1.131 -3.214 0.384
H -1.469 -2.632 2.833
H -2.093 -4.117 3.585
H -3.942 -1.945 2.597
H -3.354 -2.000 4.306
H -5.591 -5.125 2.765
H -5.331 -3.687 1.739
H -3.189 -5.667 2.556
H -3.881 -5.516 0.939
H 0.162 1.842 2.085
H 0.531 5.080 0.239
H 1.661 1.115 -2.441
H 3.284 1.129 -1.908
H 1.721 3.125 -3.406
H 3.347 2.677 -3.503
H 1.191 5.175 -1.909
H 0.712 4.968 -4.194
H 0.346 6.338 -6.178
H 1.446 8.531 -6.332
H 2.902 9.326 -4.558
H 3.294 7.922 -2.482
C -9.063 -6.477 2.234
C -8.376 -5.498 1.256
C -9.004 -5.692 -0.142
O -7.056 -5.790 1.193
H -8.919 -7.516 1.927
H -8.666 -6.359 3.246
H -10.150 -6.293 2.283
H -8.679 -4.471 1.588
H -8.858 -6.712 -0.508
H -8.564 -5.001 -0.865
H -10.090 -5.499 -0.120
*
```

---

4.
ORCA calculation (wB97M-V/def2-TZVPD) on a structure of composition C30H39IrN8O2SSe.

Maximum force ... 0.52 eV/A
Energy above the lowest of the compared OMol25 structures with the same formula, charge and spin ... 0.379 eV
Expectation value of S² ... 8.8141
HOMO (alpha / beta) ... -15.47 / -15.68 eV

```
! wB97M-V def2-TZVPD RIJCOSX def2/J DEFGRID3
* xyz 3 6
Ir 0.395 -1.302 0.868
N -3.235 3.232 6.953
C -2.575 2.789 5.898
C -1.189 3.109 5.734
C -0.518 2.646 4.642
C -1.196 1.859 3.693
C -2.555 1.538 3.831
C -3.247 1.992 4.916
S -0.266 1.238 2.300
O 0.781 2.189 2.061
O -1.211 0.964 1.238
N 0.275 -0.203 2.766
C 1.633 -0.294 3.115
N 2.280 -1.080 2.248
C 3.569 -1.331 2.484
C 4.200 -0.764 3.573
C 3.441 0.064 4.389
N 2.144 0.297 4.171
H -2.784 3.798 7.661
H -4.215 3.021 7.095
H -0.694 3.717 6.480
H 0.529 2.873 4.492
H -3.043 0.944 3.070
H -4.296 1.762 5.049
H 4.084 -1.981 1.787
H 5.243 -0.952 3.780
H 3.880 0.553 5.249
C -2.603 -3.049 -5.329
C -1.171 -3.053 -4.807
C -0.687 -1.672 -4.362
C -1.338 -1.253 -3.048
N -1.000 0.136 -2.701
C 0.127 0.530 -1.959
Se 1.412 -0.633 -1.283
N 0.149 1.854 -1.900
C 1.187 2.673 -1.223
C 2.406 2.885 -2.106
C 2.128 3.621 -3.412
C 3.404 3.869 -4.206
C -0.936 2.364 -2.602
C -1.351 3.643 -2.858
C -2.500 3.766 -3.637
C -3.223 2.637 -4.155
C -2.820 1.367 -3.904
C -1.650 1.225 -3.108
H -2.911 -4.050 -5.624
H -2.695 -2.407 -6.207
H -3.322 -2.709 -4.579
H -0.499 -3.411 -5.587
H -1.072 -3.758 -3.976
H -0.928 -0.933 -5.133
H 0.398 -1.665 -4.234
H -0.997 -1.871 -2.219
H -2.425 -1.311 -3.090
H 1.427 2.161 -0.294
H 0.701 3.614 -0.965
H 2.879 1.920 -2.309
H 3.124 3.454 -1.510
H 1.641 4.578 -3.193
H 1.428 3.042 -4.028
H 4.094 4.500 -3.646
H 3.191 4.366 -5.151
H 3.914 2.931 -4.430
H -0.833 4.523 -2.507
H -2.855 4.762 -3.868
H -4.101 2.820 -4.760
H -3.343 0.503 -4.290
C 0.617 -5.663 4.269
C 0.633 -5.007 2.935
C 0.930 -5.500 1.677
C 0.713 -4.455 0.781
N 0.294 -3.369 1.449
N 0.284 -3.723 2.758
C 0.894 -4.455 -0.696
H -0.190 -6.394 4.320
H 0.476 -4.938 5.070
H 1.554 -6.189 4.443
H 1.247 -6.501 1.438
H -0.059 -3.079 3.452
H 0.791 -5.465 -1.086
H 1.886 -4.092 -0.973
H 0.150 -3.819 -1.178
*
```

---

Among the records above, which one has the highest maximum force?
C30H39CrN3OS